{"formula": "C10H14Cl22", "method": "ωB97M-V/def2-TZVPD", "e_homo_ha": -0.31699, "multiplicity": 1, "lumo_ev": 0.00, "elements": ["Cl", "C", "C", "Cl", "H", "H", "H", "H", "Cl", "C", "C", "Cl", "H", "H", "H", "H", "C", "Cl", "Cl", "Cl", "H", "C", "Cl", "Cl", "Cl", "H", "C", "Cl", "Cl", "Cl", "H", "C", "Cl", "Cl", "Cl", "H", "C", "Cl", "Cl", "Cl", "H", "C", "Cl", "Cl", "Cl", "H"], "xyz": [[-1.804162, 0.380161, -2.092451], [-1.251092, 1.999491, -1.677061], [-1.261462, 3.030341, -2.880101], [-0.164182, 2.505231, -4.116581], [-0.286802, 1.824811, -1.199831], [-1.845762, 2.344621, -0.831271], [-0.981962, 4.026091, -2.535931], [-2.274112, 3.241531, -3.223651], [-2.916082, 1.299001, 0.668579], [-1.804122, 2.510151, 1.366159], [-2.627902, 3.822231, 1.703729], [-3.925452, 3.524651, 2.956779], [-0.963352, 2.705051, 0.700409], [-1.355092, 2.057791, 2.250369], [-3.181692, 4.278011, 0.882939], [-2.032632, 4.640541, 2.108859], [3.457658, -0.410389, 3.636649], [4.741508, 0.304741, 2.576149], [2.745228, 0.807131, 4.729429], [4.071988, -1.804229, 4.394929], [2.653288, -0.774239, 2.997349], [0.848478, -0.106259, 0.379039], [0.254188, 1.568201, 0.410279], [-0.391752, -1.238569, 0.865019], [2.172398, -0.182439, 1.552799], [1.266738, -0.310749, -0.606531], [-0.907702, -3.653049, 1.706429], [-2.039592, -4.690029, 0.784659], [0.749398, -4.193459, 1.587839], [-1.372392, -3.749419, 3.376209], [-0.983492, -2.611149, 1.395279], [3.554348, -1.502389, -0.638351], [4.184628, -1.787489, 1.029109], [2.145198, -2.425309, -1.096161], [4.754928, -1.798559, -1.860521], [3.283418, -0.447259, -0.675311], [-2.217572, -1.759449, -0.896051], [-3.352182, -1.481989, -2.168381], [-1.371362, -3.284119, -1.088121], [-3.021192, -1.798349, 0.678819], [-1.514492, -0.928309, -0.841421], [1.106658, -1.178479, -3.226801], [0.243458, -0.612319, -1.820531], [1.223498, -0.066979, -4.529671], [0.247188, -2.662669, -3.748501], [2.143388, -1.412149, -2.984571]], "atomic_forces_ev_per_a": [[-4.5, 8.1, -2.6], [0.2, 1.7, -2.3], [-0.8, -0.3, 2.2], [-0.1, 0.5, -0.6], [-0.7, 0.9, -2.9], [-0.3, 0.1, -1.2], [0.6, -0.2, 0.3], [0.0, -0.7, -0.5], [0.0, 0.4, 1.0], [-2.9, 2.5, 1.6], [-0.1, -0.6, 0.5], [0.6, 0.0, -0.4], [-2.2, 1.7, 0.4], [-0.3, 0.3, 0.1], [0.2, -0.6, -0.4], [0.4, -0.4, 0.1], [0.8, 0.8, 0.6], [0.4, 1.6, 2.1], [0.4, -0.4, -0.3], [0.6, -1.0, 1.1], [0.9, -0.3, 2.0], [2.3, 1.4, 3.6], [4.7, -3.4, 2.4], [3.6, 4.5, 0.4], [-4.1, 2.2, -2.9], [0.7, 0.3, 2.3], [-0.8, -2.1, 0.6], [-0.5, -2.6, 3.4], [0.3, 0.1, -0.5], [-0.4, 0.4, 0.9], [-0.8, -3.0, 0.8], [0.4, 0.0, 0.5], [1.0, -3.0, -2.8], [1.1, -2.3, 2.2], [0.8, 0.1, -0.2], [0.2, -0.1, 0.1], [-0.8, -1.9, 0.6], [-2.0, -2.5, -0.4], [0.9, 2.1, -3.6], [-2.0, 0.0, 0.0], [-1.3, -1.5, 0.3], [0.0, -0.9, -1.1], [3.2, -1.9, -6.2], [0.1, 0.3, -0.8], [0.7, 0.2, -0.4], [-0.6, -0.1, -0.2]], "nbo_charge": [-0.001, -0.452, -0.417, -0.027, 0.197, 0.215, 0.215, 0.221, -0.022, -0.369, -0.376, -0.079, 0.176, 0.236, 0.224, 0.224, -0.298, -0.007, 0.017, 0.062, 0.208, -0.316, 0.035, 0.080, 0.019, 0.225, -0.258, 0.010, 0.026, 0.028, 0.154, -0.297, 0.023, 0.044, 0.044, 0.209, -0.421, 0.082, 0.024, 0.006, 0.276, -0.291, 0.058, 0.061, 0.002, 0.231]}

***

{"formula": "C10H14Cl8F2O6", "method": "ωB97M-V/def2-TZVPD", "smiles": "O=C1OC[C@@H](F)O1.O=C1OC[C@@H](F)O1.ClCCl.ClCCl.ClCCl.ClCCl", "e_homo_ha": -0.40084, "multiplicity": 1, "lumo_ev": 0.11, "elements": ["O", "C", "O", "C", "C", "F", "O", "H", "H", "H", "O", "C", "O", "C", "C", "F", "O", "H", "H", "H", "Cl", "C", "Cl", "H", "H", "Cl", "C", "Cl", "H", "H", "Cl", "C", "Cl", "H", "H", "Cl", "C", "Cl", "H", "H"], "xyz": [[30.140409, -23.911964, 11.877365], [29.576950, -24.937957, 12.005141], [28.395231, -25.103969, 12.654958], [28.265457, -26.496700, 12.940732], [29.060777, -27.114293, 11.816583], [28.254830, -27.209408, 10.697496], [30.030035, -26.138543, 11.543486], [28.681507, -26.698883, 13.931510], [27.227643, -26.813902, 12.959742], [29.474267, -28.104413, 11.966503], [28.785250, -28.180106, 18.559638], [28.709944, -27.099455, 18.101167], [28.678852, -26.818666, 16.757164], [28.219386, -25.478041, 16.627570], [28.785116, -24.867133, 17.900559], [28.049379, -23.816156, 18.349742], [28.659738, -25.935432, 18.814560], [28.616150, -25.014542, 15.728241], [27.131295, -25.409701, 16.655680], [29.823840, -24.545742, 17.823191], [22.470684, -25.655630, 13.811247], [23.946032, -24.900021, 14.446544], [25.177396, -26.139056, 14.725050], [24.298558, -24.167914, 13.731123], [23.722649, -24.461643, 15.409448], [27.337123, -22.707438, 10.384527], [26.820420, -21.456256, 11.501234], [25.271344, -21.877196, 12.290477], [27.556811, -21.425261, 12.293545], [26.683094, -20.509542, 10.999807], [23.180259, -30.447607, 15.290351], [22.866576, -28.916984, 16.132940], [23.491174, -28.965641, 17.779475], [23.348835, -28.128471, 15.572443], [21.793811, -28.777697, 16.167179], [24.654373, -24.762973, 19.493180], [24.268757, -23.458547, 18.370993], [22.592956, -23.530923, 17.798215], [24.407494, -22.506850, 18.867926], [24.937161, -23.547212, 17.522526]], "atomic_forces_ev_per_a": [[0.2, 0.4, -0.2], [-0.4, -0.1, 0.2], [0.2, -0.1, 0.2], [-0.2, -0.2, 0.3], [-0.5, 0.2, -0.5], [0.0, -0.1, 0.1], [0.1, -0.4, 0.2], [0.2, -0.1, -0.1], [-0.1, 0.2, -0.3], [0.4, 0.1, 0.2], [0.1, -0.2, 0.1], [0.0, 0.2, -0.3], [-0.4, -0.1, 0.2], [0.5, 0.7, 0.3], [-0.4, 0.1, -0.1], [0.0, -0.1, -0.1], [0.3, -0.2, -0.2], [0.0, -0.1, -0.1], [0.0, -0.1, -0.1], [0.0, 0.0, 0.1], [0.1, 0.2, 0.1], [-0.4, -0.2, 0.0], [0.3, 0.0, 0.0], [0.1, -0.1, 0.0], [-0.1, 0.1, 0.0], [-0.1, 0.1, -0.3], [-0.1, -0.5, 0.5], [0.0, 0.1, -0.1], [0.1, 0.2, 0.0], [0.1, 0.0, -0.1], [0.0, 0.0, -0.1], [-0.1, -0.3, -0.1], [0.0, 0.2, 0.1], [0.1, 0.1, 0.1], [0.0, 0.0, 0.1], [0.0, 0.0, 0.0], [0.1, 0.0, 0.0], [0.1, 0.0, -0.1], [0.0, 0.0, 0.1], [0.0, 0.0, -0.1]], "nbo_charge": [-0.550, 0.971, -0.491, -0.138, 0.428, -0.350, -0.485, 0.196, 0.231, 0.184, -0.532, 0.969, -0.502, -0.135, 0.449, -0.331, -0.489, 0.209, 0.204, 0.155, -0.021, -0.388, -0.050, 0.236, 0.225, -0.002, -0.384, -0.063, 0.227, 0.226, -0.036, -0.394, -0.019, 0.223, 0.221, -0.007, -0.396, -0.029, 0.227, 0.211]}

***

{"formula": "C10H14ClN3OS2", "method": "ωB97M-V/def2-TZVPD", "e_homo_ha": -0.27980, "multiplicity": 1, "lumo_ev": -0.76, "elements": ["C", "H", "O", "C", "C", "N", "C", "S", "N", "N", "C", "C", "C", "C", "C", "S", "Cl", "H", "H", "C", "H", "H", "H", "H", "H", "H", "H", "H", "H", "H", "H"], "xyz": [[-2.045702, -3.772139, -1.394094], [-2.130311, -3.243235, -2.419766], [-2.002082, -2.818511, -0.401428], [-3.362940, -2.320209, -0.254400], [-3.320524, -1.528862, 0.826771], [-2.441452, -0.390165, 0.817646], [-2.801652, 0.781797, 0.465292], [-4.267804, 1.529134, 0.043306], [-1.722593, 1.744459, -0.146796], [-0.374116, 1.224952, -0.025832], [0.532585, 2.208385, -0.312283], [1.765177, 1.452091, -0.353318], [3.158231, 1.642711, -0.600179], [4.158245, 0.943845, -0.258531], [3.614126, -0.363944, -0.042363], [1.826345, -0.354695, 0.344821], [4.544375, -1.931888, 0.467157], [5.149826, 0.985021, -0.351425], [3.465964, 2.938231, -0.852883], [0.454973, 3.494720, -0.639305], [1.415236, 3.870789, -1.035519], [-0.227116, 3.619578, -1.513376], [-0.012532, 4.146277, 0.078380], [-1.974735, 2.712193, -0.175735], [-1.418542, -0.404712, 0.418344], [-2.962379, -1.901456, 1.849448], [-4.311657, -1.075826, 1.144666], [-3.631197, -1.549559, -1.163573], [-4.285013, -3.076788, 0.041449], [-2.792146, -4.625849, -1.319762], [-1.079309, -4.074452, -1.542056]], "atomic_forces_ev_per_a": [[-1.1, 0.5, -3.2], [-0.9, -0.7, 1.2], [-2.9, -0.3, 0.5], [-1.1, -2.1, -4.8], [-0.9, 4.9, 9.7], [4.4, 0.5, -2.0], [-0.8, 6.5, -4.3], [0.0, -1.1, 1.2], [0.6, -5.5, 2.4], [-1.8, 6.0, -1.2], [-0.1, -11.4, 2.3], [5.0, -3.4, 1.1], [-7.3, 12.2, -1.8], [0.5, -9.5, 1.5], [-0.3, -0.7, 2.6], [2.2, 2.3, -2.2], [-1.3, 2.5, -0.9], [3.6, 1.0, -0.5], [-1.1, -3.9, 0.4], [-1.0, 6.2, -3.5], [-0.4, 0.1, 0.7], [0.2, -0.2, 0.2], [0.2, 0.4, 0.7], [-0.1, 0.4, 0.3], [-1.8, -1.2, 1.5], [-0.8, -1.2, -1.6], [0.8, -0.6, -0.9], [0.4, -2.4, 1.5], [2.6, 1.1, -1.6], [0.9, 1.2, 0.3], [2.5, -1.7, 0.3]], "nbo_charge": [-0.254, 0.159, -0.533, -0.116, -0.279, -0.607, 0.327, -0.285, -0.503, -0.269, 0.163, -0.116, -0.180, -0.347, -0.104, 0.363, -0.041, 0.244, 0.182, -0.701, 0.255, 0.254, 0.258, 0.402, 0.450, 0.224, 0.255, 0.211, 0.216, 0.177, 0.193]}